Here is a structure of composition C25H41Cl3HgN3O3SSi at a distorted geometry from the Open Molecules 2025 dataset. Energies are from wB97M-V/def2-TZVPD.

Each line ends with the Löwdin charge.
Cartesian coordinates (Å):
1 C 2.25 -3.34 -2.95  -0.04
2 C 1.93 -2.16 -3.82  -0.24
3 H 2.40 -4.27 -3.52  0.08
4 H 1.43 -3.49 -2.24  0.08
5 H 3.17 -3.16 -2.38  0.06
6 C 1.69 -2.22 -5.14  -0.13
7 C 1.48 -3.47 -5.93  -0.12
8 H 1.66 -1.31 -5.74  0.12
9 H 0.75 -4.17 -5.48  0.08
10 H 2.40 -4.04 -6.10  0.07
11 H 1.09 -3.23 -6.93  0.07
12 Hg 3.24 -1.02 -0.70  0.72
13 Cl 3.75 1.43 -0.84  -0.23
14 Cl 3.04 -2.55 1.20  -0.28
15 C -0.08 4.16 1.94  -0.31
16 O -0.31 3.01 2.30  -0.13
17 N -1.02 5.01 1.45  -0.21
18 C -2.39 4.55 1.24  -0.04
19 C -0.63 6.25 0.82  -0.07
20 H 0.93 4.63 2.00  0.15
21 H -2.64 3.77 1.97  0.10
22 H -2.52 4.15 0.21  0.09
23 H -3.05 5.42 1.35  0.08
24 H 0.32 6.56 1.26  0.08
25 H -1.40 7.00 1.01  0.08
26 H -0.50 6.14 -0.27  0.09
27 H -0.38 -3.63 2.46  0.09
28 H -0.68 -3.40 -0.27  0.07
29 C -1.36 -4.13 2.36  -0.07
30 C -1.61 -3.95 -0.07  -0.08
31 N -2.14 -3.64 1.24  -0.21
32 H -1.94 -3.98 3.28  0.08
33 C -3.21 -2.79 1.43  -0.45
34 O -4.08 -2.48 0.61  -0.04
35 H -2.35 -3.71 -0.83  0.09
36 H -3.24 -2.41 2.47  0.09
37 H -1.19 -5.21 2.20  0.08
38 H -1.36 -5.02 -0.11  0.08
39 O 1.67 -0.74 -1.89  -0.49
40 C 2.00 -0.76 -3.25  -0.42
41 C -0.13 0.05 -4.40  -0.05
42 C 1.13 0.29 -3.88  -0.22
43 H -0.54 -0.97 -4.42  0.12
44 C -0.81 1.10 -5.04  -0.09
45 H 3.04 -0.42 -3.41  0.12
46 C 1.77 1.51 -4.07  -0.06
47 H -1.80 0.92 -5.47  0.10
48 C -0.19 2.35 -5.25  -0.10
49 C 1.10 2.54 -4.73  -0.09
50 H 2.81 1.63 -3.74  0.10
51 H -0.73 3.18 -5.78  0.11
52 H 1.62 3.49 -4.91  0.10
53 Si -0.13 0.14 -0.56  0.58
54 Cl -1.74 -0.34 1.48  0.12
55 C -1.26 -1.17 -1.29  -0.25
56 C -0.25 1.82 -1.47  -0.18
57 C 0.91 0.42 1.00  -0.34
58 H -2.01 -0.68 -1.94  0.05
59 H -1.83 -1.62 -0.44  -0.07
60 H -0.73 -1.94 -1.88  0.02
61 H 0.83 -0.63 1.31  -0.05
62 H 0.42 1.22 1.63  0.00
63 H 2.00 0.66 0.93  -0.04
64 H -0.94 1.79 -2.35  0.03
65 H 0.75 2.26 -1.80  0.04
66 H -0.67 2.41 -0.62  0.01
67 S -0.57 2.07 4.96  0.71
68 C -0.31 0.96 6.16  -0.80
69 N -0.60 -0.42 6.15  0.06
70 C -0.17 -1.24 7.18  -0.08
71 C 0.46 -0.70 8.29  -0.11
72 C 0.64 0.70 8.39  -0.08
73 C 0.15 1.52 7.38  -0.16
74 H -1.18 -0.77 5.38  0.16
75 H -0.31 -2.32 7.05  0.12
76 H 0.81 -1.35 9.10  0.09
77 H 1.16 1.16 9.23  0.10
78 H 0.13 2.60 7.45  0.08

Calculated values
LUMO energy (alpha / beta) in eV: 2.1 / 2.1
Maximum force in eV Å⁻¹: 3.42
ΔE to the lowest compared entry with this formula, charge and spin in kcal per mole: 28.04
Multiplicity: 1
Total charge: -1
E in a.u.: -3588.930510

***

Here is a structure of composition C25H41CoF3N6O6PSSi from the Open Molecules 2025 dataset. Energies are from wB97M-V/def2-TZVPD.

Each line ends with the Löwdin spin population.
Cartesian coordinates (Å):
1 Co 0.23 1.57 -0.46  0.96
2 F 3.88 2.80 -3.17  0.00
3 C 2.58 3.07 -3.11  0.00
4 F 1.91 2.07 -3.66  0.00
5 F 2.31 4.18 -3.77  0.00
6 S 2.09 3.25 -1.35  0.00
7 O 0.61 3.32 -1.37  0.00
8 O 2.80 4.37 -0.82  0.00
9 O 2.38 1.93 -0.74  0.00
10 N -0.97 0.20 4.36  0.00
11 C -0.22 0.00 3.12  0.00
12 P 0.75 1.51 2.76  0.00
13 O 0.60 2.29 4.13  0.00
14 O 0.46 2.37 1.58  0.03
15 C 2.53 1.10 2.73  0.00
16 N 3.24 2.11 1.91  0.00
17 H -0.77 -0.53 5.04  0.00
18 H -1.96 0.21 4.20  0.00
19 H -0.09 1.81 4.64  0.00
20 H -0.85 -0.19 2.26  0.00
21 H 0.45 -0.85 3.17  0.00
22 H 2.71 0.12 2.28  0.00
23 H 2.93 1.13 3.75  0.00
24 H 2.96 2.01 0.88  0.00
25 H 4.26 2.01 2.00  0.00
26 H 2.98 3.06 2.18  0.00
27 C -2.38 1.38 0.87  0.00
28 N -1.76 1.85 -0.41  -0.01
29 C -2.10 3.32 -0.54  0.00
30 N -3.53 3.54 -0.47  0.00
31 C -4.05 3.04 0.79  0.00
32 N -3.80 1.60 0.93  0.00
33 C -4.44 0.91 -0.19  0.00
34 N -3.92 1.38 -1.47  0.00
35 C -2.50 1.15 -1.51  0.00
36 C -4.17 2.82 -1.56  0.00
37 H -1.88 1.91 1.68  0.00
38 H -2.18 0.31 0.92  0.00
39 H -1.73 3.67 -1.49  0.00
40 H -1.59 3.84 0.27  0.00
41 H -5.12 3.22 0.83  0.00
42 H -3.56 3.56 1.62  0.00
43 H -5.51 1.09 -0.15  0.00
44 H -4.25 -0.16 -0.10  0.00
45 H -2.10 1.51 -2.46  0.00
46 H -2.30 0.08 -1.42  0.00
47 H -5.25 3.00 -1.53  0.00
48 H -3.79 3.19 -2.51  0.00
49 C 3.16 -1.28 -1.95  0.00
50 C 2.77 -1.92 -0.61  0.00
51 C 3.70 -1.32 0.45  0.00
52 C 3.04 -3.43 -0.70  0.00
53 Si 0.93 -1.60 -0.27  0.00
54 O 0.65 -0.09 0.33  -0.01
55 C 0.21 -2.83 0.96  0.00
56 C -1.08 -3.32 0.80  0.00
57 C -1.67 -4.15 1.75  0.00
58 C -0.97 -4.51 2.89  0.00
59 C 0.32 -4.04 3.07  0.00
60 C 0.90 -3.22 2.12  0.00
61 C 0.06 -1.81 -1.92  0.00
62 C -0.17 -3.05 -2.52  0.00
63 C -0.68 -3.14 -3.81  0.00
64 C -0.96 -2.00 -4.53  0.00
65 C -0.75 -0.75 -3.96  0.00
66 C -0.25 -0.68 -2.67  0.02
67 H 4.23 -1.43 -2.13  0.00
68 H 2.98 -0.20 -1.96  0.00
69 H 2.62 -1.72 -2.78  0.00
70 H 4.74 -1.54 0.20  0.00
71 H 3.53 -1.72 1.45  0.00
72 H 3.61 -0.23 0.47  0.00
73 H 4.09 -3.60 -0.95  0.00
74 H 2.45 -3.89 -1.49  0.00
75 H 2.83 -3.95 0.22  0.00
76 H -1.65 -3.06 -0.08  0.00
77 H -2.67 -4.53 1.59  0.00
78 H -1.42 -5.17 3.62  0.00
79 H 0.89 -4.33 3.95  0.00
80 H 1.91 -2.88 2.29  0.00
81 H 0.04 -3.97 -1.99  0.00
82 H -0.85 -4.11 -4.25  0.00
83 H -1.35 -2.07 -5.53  0.00
84 H -0.97 0.15 -4.51  0.00
85 H -0.11 0.30 -2.19  0.01

Calculated values
LUMO energy (alpha / beta) in eV: -2.7 / -2.5
Maximum force in eV Å⁻¹: 0.97
ΔE to the lowest compared entry with this formula, charge and spin in kcal per mole: 0.00
Multiplicity: 2
Total charge: +1
<S²>: 0.7560
E in a.u.: -4468.581484

***

Here is a structure of composition C25H41F5P2Tl at a distorted geometry from the Open Molecules 2025 dataset. Energies are from wB97M-V/def2-TZVPD.

Each line ends with the Löwdin charge.
Cartesian coordinates (Å):
1 Tl -0.32 -0.13 0.55  0.92
2 C -3.38 1.20 2.54  -0.24
3 C -3.47 1.89 1.30  -0.21
4 C -4.70 -0.04 1.11  -0.19
5 C -4.15 0.01 2.42  -0.18
6 C -4.28 1.13 0.42  -0.22
7 C -2.68 1.66 3.75  -0.06
8 H -1.84 2.33 3.50  0.06
9 H -2.28 0.81 4.32  0.07
10 H -3.35 2.21 4.42  0.09
11 C -4.36 -1.01 3.47  -0.02
12 H -3.87 -0.72 4.40  0.08
13 H -3.95 -1.98 3.16  0.08
14 H -5.43 -1.16 3.67  0.10
15 C -5.57 -1.10 0.60  -0.02
16 H -6.47 -1.22 1.22  0.10
17 H -5.06 -2.07 0.60  0.08
18 H -5.89 -0.89 -0.43  0.08
19 C -4.67 1.50 -0.96  -0.05
20 H -5.64 2.02 -0.98  0.09
21 H -4.76 0.61 -1.59  0.08
22 H -3.93 2.17 -1.41  0.07
23 C -2.87 3.22 1.00  -0.03
24 H -3.59 4.04 1.20  0.11
25 H -2.59 3.29 -0.06  0.08
26 H -1.98 3.41 1.62  0.07
27 C 4.17 -0.76 -0.51  -0.21
28 C 4.11 0.31 0.47  -0.41
29 C 4.56 1.72 0.11  -0.18
30 C 4.18 2.13 -1.30  -0.15
31 C 2.93 1.43 -1.83  -0.15
32 C 3.01 0.53 -2.86  -0.13
33 C 4.08 -0.52 -3.05  -0.17
34 C 4.94 -0.73 -1.78  -0.16
35 H 5.65 1.75 0.25  0.13
36 H 5.06 1.95 -1.94  0.12
37 H 4.11 2.42 0.81  0.10
38 H 5.77 -0.01 -1.82  0.12
39 H 4.08 -1.75 -0.10  0.12
40 H 4.46 0.11 1.49  0.15
41 H 5.39 -1.73 -1.89  0.13
42 H 3.66 -1.48 -3.38  0.11
43 H 2.42 0.69 -3.77  0.12
44 H 4.73 -0.26 -3.91  0.14
45 H 3.97 3.22 -1.32  0.13
46 H 2.06 2.09 -1.82  0.09
47 P 2.38 -0.01 0.49  0.84
48 C 2.32 -1.21 1.90  -0.17
49 C 1.90 1.54 1.46  -0.24
50 P 0.19 -1.04 -2.18  0.84
51 C 1.69 -1.16 -1.01  -0.44
52 C -0.03 0.72 -2.73  -0.30
53 C 0.73 -1.90 -3.69  -0.23
54 H 1.49 -1.91 1.77  0.03
55 H 2.15 -0.70 2.86  0.07
56 H 3.21 -1.83 2.04  0.08
57 H 2.07 2.47 0.91  0.06
58 H 2.52 1.57 2.38  0.09
59 H 0.85 1.59 1.81  -0.03
60 H 1.79 -1.73 -3.87  0.02
61 H 0.12 -1.53 -4.53  0.07
62 H 0.53 -2.97 -3.53  0.06
63 H 1.57 -2.17 -0.57  0.04
64 H 2.41 -1.21 -1.84  0.00
65 H -1.12 0.85 -2.90  0.05
66 H 0.52 0.89 -3.67  0.04
67 H 0.28 1.43 -1.94  0.01
68 F -1.76 -2.77 -0.95  -0.04
69 C -0.97 -2.78 0.17  -0.46
70 F 0.19 -3.45 -0.17  -0.04
71 C -1.66 -3.57 1.27  -0.56
72 F -1.00 -3.40 2.45  0.11
73 F -2.93 -3.12 1.41  0.11
74 F -1.71 -4.89 1.00  0.14

Calculated values
LUMO energy (alpha / beta) in eV: -4.0 / -3.9
Maximum force in eV Å⁻¹: 4.21
ΔE to the lowest compared entry with this formula, charge and spin in kcal per mole: 138.33
Multiplicity: 1
Total charge: +1
E in a.u.: -2331.138944

***

Here is a cluster of 3 separate species, C25H41FN2O7P in total from the Open Molecules 2025 dataset. Energies are from wB97M-V/def2-TZVPD.

Each line ends with the Löwdin charge.
Cartesian coordinates (Å):
1 C 1.79 -2.83 2.22  -0.08
2 C 2.88 -1.76 2.07  -0.25
3 C 2.86 -1.06 0.72  -0.22
4 C 1.52 -0.42 0.33  -0.16
5 C 0.78 0.36 1.44  -0.10
6 C 1.33 1.74 1.62  -0.05
7 C 2.63 1.93 2.15  0.03
8 N 3.19 3.11 2.30  0.21
9 N 2.48 4.11 1.93  -0.05
10 F 3.12 5.28 2.09  0.14
11 C 1.24 4.15 1.43  -0.08
12 C 0.59 5.45 1.10  -0.08
13 P 0.55 5.75 -0.70  0.42
14 O -0.62 5.19 -1.37  -0.24
15 O 1.94 5.16 -1.26  -0.10
16 O 0.79 7.31 -0.75  -0.08
17 C 0.64 2.89 1.27  -0.14
18 O -0.59 2.88 0.73  0.08
19 C -1.66 2.46 1.56  -0.36
20 O -1.56 2.59 2.74  0.20
21 C -2.80 1.98 0.76  -0.15
22 C -3.12 0.63 0.69  -0.02
23 C -4.20 0.23 -0.08  -0.06
24 C -4.95 1.16 -0.78  -0.05
25 C -4.63 2.50 -0.70  -0.05
26 C -3.55 2.93 0.06  -0.01
27 H 2.22 -3.78 2.54  0.07
28 H 1.24 -2.99 1.30  0.07
29 H 1.08 -2.55 2.99  0.07
30 H 2.76 -1.03 2.87  0.08
31 H 3.87 -2.20 2.22  0.11
32 H 3.06 -1.82 -0.04  0.12
33 H 3.66 -0.33 0.62  0.10
34 H 0.82 -1.17 -0.04  0.11
35 H 1.67 0.26 -0.50  0.12
36 H -0.27 0.42 1.17  0.10
37 H 0.83 -0.16 2.40  0.13
38 H 3.22 1.08 2.45  0.13
39 H 1.11 6.26 1.60  0.11
40 H -0.44 5.37 1.44  0.13
41 H 1.81 4.25 -1.57  0.10
42 H 1.00 7.59 -1.65  0.11
43 H -2.56 -0.11 1.23  0.12
44 H -4.45 -0.83 -0.13  0.11
45 H -5.78 0.84 -1.39  0.11
46 H -5.19 3.25 -1.25  0.11
47 H -3.29 3.97 0.12  0.12
48 C -5.46 3.85 -5.43  -0.08
49 C -4.58 2.74 -4.87  -0.29
50 O -5.28 1.53 -4.60  -0.17
51 C -5.90 0.91 -5.72  -0.28
52 C -4.93 0.51 -6.82  -0.08
53 H -6.31 4.03 -4.77  0.08
54 H -4.88 4.77 -5.52  0.08
55 H -5.85 3.61 -6.41  0.07
56 H -4.17 3.04 -3.91  0.11
57 H -3.73 2.56 -5.54  0.11
58 H -6.69 1.55 -6.12  0.11
59 H -6.38 0.02 -5.31  0.12
60 H -4.46 1.38 -7.29  0.07
61 H -5.47 -0.04 -7.60  0.08
62 H -4.14 -0.13 -6.42  0.08
63 C 6.16 -6.28 2.66  -0.08
64 C 4.96 -6.12 3.58  -0.29
65 O 3.75 -6.62 3.03  -0.17
66 C 3.73 -8.00 2.72  -0.28
67 C 3.98 -8.91 3.91  -0.08
68 H 5.97 -5.82 1.69  0.08
69 H 7.03 -5.79 3.11  0.08
70 H 6.42 -7.32 2.49  0.07
71 H 4.77 -5.07 3.76  0.11
72 H 5.16 -6.58 4.55  0.11
73 H 4.45 -8.22 1.92  0.11
74 H 2.74 -8.19 2.31  0.12
75 H 4.98 -8.80 4.32  0.07
76 H 3.86 -9.96 3.61  0.08
77 H 3.26 -8.70 4.70  0.08

Calculated values
LUMO energy in eV: -4.5
Maximum force in eV Å⁻¹: 0.87
Multiplicity: 1
Total charge: +1
E in a.u.: -2054.358835